(1)
79
Properties=species:S:1:pos:R:3 method="wB97M-V/def2-TZVPD" e_homo_ev="-12.705 / -12.704" energy_ha=-3590.233025 homo_lumo_gap_ev="6.5 / 6.5" charge=+2 e_lumo_ha="-0.2270 / -0.2265"
Ni 2.656 -0.205 -0.190
C 2.348 -3.512 -0.089
C 1.736 -2.869 -1.313
N 2.378 -1.572 -1.618
C 1.828 -0.919 -2.834
C 1.835 0.587 -2.672
N 2.972 0.979 -1.807
C 2.992 2.447 -1.528
C 2.299 2.781 -0.224
C 3.195 2.510 0.963
N 3.245 1.056 1.291
C 2.258 0.675 2.330
C 2.417 -0.801 2.606
N 2.693 -1.519 1.329
C 1.962 -2.797 1.189
H 3.442 -3.551 -0.189
H 2.010 -4.546 -0.030
H 0.679 -2.673 -1.141
H 1.829 -3.534 -2.174
H 3.365 -1.761 -1.781
H 0.801 -1.247 -2.968
H 2.396 -1.235 -3.709
H 0.923 0.913 -2.173
H 1.883 1.075 -3.647
H 3.836 0.742 -2.285
H 2.530 2.982 -2.358
H 4.036 2.758 -1.480
H 1.385 2.183 -0.133
H 1.999 3.830 -0.222
H 2.856 3.073 1.834
H 4.211 2.838 0.742
H 4.174 0.840 1.638
H 1.266 0.869 1.924
H 2.378 1.258 3.244
H 1.498 -1.182 3.046
H 3.227 -0.990 3.312
H 3.687 -1.738 1.300
H 0.901 -2.559 1.177
H 2.166 -3.435 2.050
C -2.129 -0.246 -3.407
Si -2.557 -1.104 -1.812
C -4.339 -0.817 -1.407
C -2.148 -2.922 -1.834
Sb -1.095 -0.036 0.058
Si -2.045 -0.877 2.322
C -3.889 -0.762 2.220
C -1.378 0.240 3.652
C -1.510 -2.637 2.608
Si -1.824 2.449 -0.087
C -1.122 3.153 -1.663
C -1.115 3.296 1.414
C -3.671 2.563 -0.102
H -2.819 -0.578 -4.191
H -1.117 -0.453 -3.759
H -2.245 0.835 -3.309
H -4.974 -1.297 -2.161
H -4.578 0.247 -1.404
H -4.608 -1.230 -0.436
H -2.973 -3.480 -2.290
H -2.007 -3.314 -0.822
H -1.251 -3.136 -2.422
H -4.213 0.239 1.929
H -4.337 -0.989 3.195
H -4.289 -1.480 1.502
H -1.570 1.292 3.436
H -0.304 0.113 3.813
H -1.878 -0.001 4.597
H -1.512 -3.238 1.695
H -2.209 -3.105 3.310
H -0.516 -2.695 3.060
H -0.033 3.116 -1.692
H -1.418 4.205 -1.750
H -1.507 2.634 -2.543
H -0.056 3.068 1.567
H -1.661 3.007 2.315
H -1.211 4.384 1.309
H -4.079 2.228 -1.058
H -3.985 3.604 0.041
H -4.119 1.968 0.695



(2)
60
Properties=species:S:1:pos:R:3 method="wB97M-V/def2-TZVPD" e_homo_ev="-16.641 / -16.633" energy_ha=-2177.932376 spin_multiplicity=5 homo_lumo_gap_ev="8.5 / 4.9" de_lowest_kcal_mol=9.2 charge=+3 e_lumo_ha="-0.2976 / -0.4300"
Os 0.258 -0.049 -0.067
N -1.922 -6.360 -4.955
C -1.752 -5.544 -3.916
C -2.327 -4.243 -3.914
C -2.100 -3.384 -2.865
C -1.317 -3.797 -1.788
C -0.780 -5.082 -1.739
C -0.992 -5.948 -2.785
S -0.989 -2.650 -0.468
O -0.926 -3.263 0.817
O -1.816 -1.452 -0.590
N 0.506 -1.921 -0.746
C 1.636 -2.531 -0.357
N 1.785 -3.848 -0.369
C 2.894 -4.374 0.100
C 3.944 -3.588 0.565
C 3.724 -2.214 0.519
N 2.596 -1.698 0.082
H -2.478 -6.087 -5.755
H -1.506 -7.283 -4.966
H -2.959 -3.939 -4.734
H -2.543 -2.401 -2.849
H -0.211 -5.383 -0.875
H -0.600 -6.954 -2.747
H 2.955 -5.455 0.107
H 4.858 -4.020 0.936
H 4.469 -1.513 0.868
N -0.065 2.030 0.666
C 0.969 3.031 0.245
C 1.918 2.447 -0.804
C 1.411 2.557 -2.242
C -0.024 2.086 -2.454
N -0.188 0.662 -2.090
H -0.986 2.341 0.344
H -0.116 2.064 1.686
H 1.553 3.316 1.119
H 0.484 3.932 -0.139
H 2.135 1.390 -0.532
H 2.870 2.979 -0.750
H 2.084 1.995 -2.890
H 1.465 3.601 -2.546
H -0.283 2.236 -3.507
H -0.720 2.680 -1.862
H 0.387 0.111 -2.734
H -1.163 0.387 -2.248
S 0.761 -0.793 2.101
C -0.291 -0.350 3.424
N -1.479 0.208 3.241
C -2.342 0.581 4.358
C -1.489 0.881 5.584
C -0.519 -0.263 5.850
N 0.198 -0.567 4.627
H -1.902 0.175 2.322
H -3.052 -0.225 4.558
H -2.910 1.467 4.070
H -2.132 1.019 6.451
H -0.927 1.802 5.425
H -1.046 -1.158 6.195
H 0.211 0.014 6.613
H 1.122 -0.976 4.701



(3)
16
Properties=species:S:1:pos:R:3 method="wB97M-V/def2-TZVPD" e_homo_ev="-5.901 / -9.933" energy_ha=-325.677153 spin_multiplicity=3 homo_lumo_gap_ev="6.9 / 9.7" de_lowest_kcal_mol=38.0 e_lumo_ha="0.0378 / -0.0090"
C -1.184 -1.007 -0.428
C 0.291 -0.874 0.165
C -2.026 0.072 0.234
C 0.761 0.546 -0.031
C 2.178 0.909 -0.048
N -1.520 1.408 0.008
O -0.159 1.475 -0.061
H -0.983 -0.773 -1.519
H -1.663 -2.072 -0.146
H 0.441 -0.965 1.306
H 1.021 -1.672 -0.386
H -2.950 -0.091 -0.248
H -2.029 -0.025 1.274
H 2.715 0.921 0.855
H 2.407 1.852 -0.325
H 2.699 0.294 -0.650